[1]
The following is a quantum chemistry calculation of C4H5N5O2 in the gas phase, from the Open Molecules 2025 dataset.

Computed properties:
SMILES = CN1N=CN(C#N)[C@@H]1[N+](=O)[O-]
Orbital gap = 8.711 eV
Relative energy (zero: lowest compared OMol25 entry of this formula, charge and spin) = 4.0094 eV
Lowest unoccupied orbital energy = -0.4 eV
HOMO level = -9.1 eV

CARTESIAN COORDINATES (ANGSTROEM)
C (-1.959, 0.866, 0.304)
N (-1.018, -0.113, -0.018)
N (-1.010, -1.324, 0.517)
C (0.152, -1.919, 0.363)
N (1.037, -0.956, -0.322)
C (1.981, -1.475, -1.113)
N (2.839, -1.970, -1.696)
C (0.352, 0.307, -0.431)
N (0.998, 1.492, 0.496)
O (0.714, 2.613, 0.109)
O (1.470, 1.077, 1.529)
H (-2.198, 0.810, 1.313)
H (-1.393, 1.840, 0.184)
H (-2.943, 0.925, -0.292)
H (0.597, -2.839, 0.591)
H (0.381, 0.667, -1.535)



[2]
The following is a quantum chemistry calculation of a gas-phase ion, C8H16NO3S (charge +1), from the Open Molecules 2025 dataset.

Computed properties:
SMILES = C=C(C)CS(=O)(=O)C[N+](O)=C(C)C
Orbital gap = 9.338 eV
Relative energy (zero: lowest compared OMol25 entry of this formula, charge and spin) = 5.1582 eV
Total charge = +1
Lowest unoccupied orbital energy = -3.9 eV
HOMO level = -13.2 eV

CARTESIAN COORDINATES (ANGSTROEM)
C (-2.438, 0.949, -0.060)
C (-2.959, -0.299, -0.181)
C (-4.138, -0.773, -0.965)
C (-2.348, -1.296, 0.688)
S (-0.482, -1.100, 0.691)
O (0.067, -2.365, 0.529)
O (-0.050, -0.278, 1.805)
C (-0.066, -0.042, -0.801)
N (1.702, -0.312, -0.389)
O (2.038, -1.433, -1.157)
C (2.776, 0.184, 0.318)
C (2.414, 1.369, 1.115)
C (4.088, -0.302, -0.034)
H (-1.596, 1.053, 0.472)
H (-2.889, 1.791, -0.524)
H (-4.711, -1.494, -0.419)
H (-3.817, -1.344, -1.849)
H (-4.848, -0.020, -1.312)
H (-2.669, -1.107, 1.659)
H (-2.544, -2.402, 0.418)
H (-0.277, 0.991, -0.798)
H (-0.029, -0.603, -1.741)
H (1.374, -2.116, -1.173)
H (1.363, 1.643, 1.049)
H (2.909, 2.217, 0.591)
H (2.849, 1.291, 2.081)
H (4.829, 0.449, 0.262)
H (4.214, -0.619, -1.074)
H (4.350, -1.119, 0.532)



[3]
The following is a quantum chemistry calculation of 2 unconnected molecules or ions with the total composition C3H8N5O, from the Open Molecules 2025 dataset.

Computed properties:
Orbital gap (alpha / beta) = 7.377 / 7.026 eV
Relative energy (zero: lowest compared OMol25 entry of this formula, charge and spin) = 2.5682 eV
Total charge = +1
Lowest unoccupied orbital energy (alpha / beta) = -5.4 / -5.6 eV
HOMO level (alpha / beta) = -12.8 / -12.7 eV

CARTESIAN COORDINATES (ANGSTROEM)
C (1.184, -1.398, -0.481)
C (2.235, -0.693, 0.314)
C (-0.445, 0.008, 0.313)
N (0.019, -0.881, -0.677)
N (1.844, 0.520, 1.106)
N (0.574, 0.696, 1.068)
N (-1.620, 0.344, 0.742)
N (-2.723, -0.341, 0.502)
O (-0.770, 1.528, -1.301)
H (1.672, -2.196, -0.980)
H (2.898, -1.246, 1.022)
H (3.049, -0.404, -0.508)
H (-0.133, 1.898, -1.770)
H (-3.593, 0.197, 0.809)
H (0.097, 1.280, 1.833)
H (-2.789, -1.129, -0.093)
H (-1.498, 1.816, -1.900)



[4]
The following is a quantum chemistry calculation of a molecular structure, C10H27ClIO2P2W, from the Open Molecules 2025 dataset.

Computed properties:
Orbital gap (alpha / beta) = 6.348 / 5.808 eV
Total charge = +3
2S+1 = 3
Lowest unoccupied orbital energy (alpha / beta) = -13.6 / -14.1 eV
HOMO level (alpha / beta) = -19.9 / -19.9 eV

CARTESIAN COORDINATES (ANGSTROEM)
C (0.261, 2.379, -2.345)
C (-0.366, 1.102, -1.768)
H (-0.160, 2.669, -3.336)
H (1.350, 2.253, -2.526)
H (0.073, 3.258, -1.691)
O (-1.247, 0.468, -2.395)
I (0.979, -0.799, 2.526)
W (0.485, 0.633, 0.170)
P (-1.394, 1.719, 1.246)
C (-2.942, 0.815, 1.552)
C (-0.775, 2.219, 2.887)
H (-1.380, 3.075, 3.211)
H (-2.604, 3.747, 1.051)
H (0.277, 2.524, 2.836)
H (-0.960, 3.883, 0.268)
H (-2.750, -0.077, 2.163)
H (-0.889, 1.390, 3.597)
C (-1.863, 3.263, 0.393)
H (-3.600, 1.495, 2.113)
H (-2.308, 2.994, -0.580)
H (-3.361, 0.523, 0.577)
P (2.025, -0.962, -0.977)
C (1.464, -2.658, -1.312)
C (2.651, -0.283, -2.551)
H (3.683, -0.161, 0.620)
H (4.310, -1.414, -0.496)
H (3.259, -1.890, 0.890)
C (3.462, -1.119, 0.134)
H (3.065, 0.721, -2.355)
H (3.427, -0.996, -2.879)
H (2.324, -3.180, -1.748)
H (0.642, -2.632, -2.043)
H (1.808, -0.247, -3.263)
H (1.155, -3.167, -0.390)
Cl (2.082, 2.327, 0.496)
C (-1.050, -3.480, 0.943)
C (-1.752, -2.135, 0.865)
O (-1.207, -1.390, -0.227)
H (-1.073, -4.001, -0.037)
H (-1.604, -4.051, 1.704)
H (0.026, -3.366, 1.248)
H (-2.852, -2.081, 0.758)
H (-1.537, -1.548, 1.778)
H (-1.131, -1.816, -1.109)



[5]
The following is a quantum chemistry calculation of a molecular structure, C3H4LiO4Rh, from the Open Molecules 2025 dataset.

Computed properties:
Orbital gap (alpha / beta) = 5.952 / 4.750 eV
Relative energy (zero: lowest compared OMol25 entry of this formula, charge and spin) = 0.0000 eV
Total charge = +3
2S+1 = 6
Lowest unoccupied orbital energy (alpha / beta) = -12.4 / -18.0 eV
HOMO level (alpha / beta) = -18.4 / -22.8 eV

CARTESIAN COORDINATES (ANGSTROEM)
H (-0.237, -0.528, -1.718)
C (0.626, -0.599, -1.056)
C (1.272, -1.851, -0.691)
O (1.849, -0.891, -1.600)
H (1.778, -1.941, 0.269)
H (0.918, -2.773, -1.156)
O (-1.243, 0.044, 1.106)
C (-0.418, 0.804, 0.649)
O (0.547, 0.534, -0.194)
Rh (-2.630, -0.749, 2.174)
H (-0.010, 2.495, -0.060)
Li (-1.852, 3.338, 1.619)
O (-0.599, 2.118, 0.659)



[6]
The following is a quantum chemistry calculation of a molecular structure, C20H17ClCoI2N2O, from the Open Molecules 2025 dataset.

Computed properties:
Orbital gap (alpha / beta) = 6.582 / 6.486 eV
Relative energy (zero: lowest compared OMol25 entry of this formula, charge and spin) = 0.0000 eV
Total charge = +1
Lowest unoccupied orbital energy (alpha / beta) = -4.1 / -4.1 eV
HOMO level (alpha / beta) = -10.7 / -10.6 eV

CARTESIAN COORDINATES (ANGSTROEM)
Co (0.248, -0.074, -0.236)
I (6.204, 2.818, 1.784)
C (4.722, 1.514, 1.137)
C (4.820, 0.924, -0.114)
C (3.830, 0.052, -0.547)
I (3.934, -0.760, -2.458)
C (2.748, -0.259, 0.276)
O (1.740, -1.070, -0.103)
C (2.659, 0.353, 1.519)
C (1.455, 0.028, 2.327)
N (0.201, 0.501, 1.643)
C (-1.013, -0.023, 2.332)
C (-1.749, -1.065, 1.549)
C (-2.755, -1.827, 2.122)
C (-3.420, -2.747, 1.333)
C (-3.064, -2.882, -0.003)
C (-2.052, -2.085, -0.493)
N (-1.410, -1.193, 0.275)
C (3.631, 1.241, 1.950)
H (5.659, 1.148, -0.758)
H (1.528, 0.471, 3.321)
H (1.336, -1.051, 2.432)
H (0.178, 1.519, 1.665)
H (-1.695, 0.802, 2.542)
H (-0.730, -0.445, 3.298)
H (-3.006, -1.700, 3.167)
H (-4.206, -3.358, 1.755)
H (-3.556, -3.595, -0.648)
H (-1.727, -2.146, -1.524)
H (3.541, 1.706, 2.924)
Cl (-1.839, 2.615, -0.044)
C (-1.761, 1.574, -1.436)
C (-2.953, 1.180, -2.028)
C (-2.921, 0.362, -3.143)
C (-1.710, -0.073, -3.672)
C (-0.527, 0.324, -3.080)
C (-0.520, 1.177, -1.956)
C (0.740, 1.523, -1.337)
H (-3.893, 1.520, -1.615)
H (-3.852, 0.067, -3.609)
H (-1.694, -0.708, -4.547)
H (0.430, 0.000, -3.473)
H (0.800, 2.362, -0.656)
H (1.651, 1.281, -1.870)



[7]
The following is a quantum chemistry calculation of C16H16N4O2 in the gas phase, from the Open Molecules 2025 dataset.

Computed properties:
SMILES = COc1ccc(-n2nc3cc(C)c(NC(C)=O)cc3n2)cc1
Orbital gap = 8.090 eV
Relative energy (zero: lowest compared OMol25 entry of this formula, charge and spin) = 0.8095 eV
Lowest unoccupied orbital energy = 0.0 eV
HOMO level = -8.0 eV

CARTESIAN COORDINATES (ANGSTROEM)
C (7.602, 0.420, -0.340)
O (6.717, -0.666, -0.200)
C (5.383, -0.421, -0.144)
C (4.800, 0.843, -0.212)
C (3.427, 0.977, -0.145)
C (2.624, -0.148, -0.009)
N (1.240, -0.007, 0.058)
N (0.664, 1.171, -0.002)
C (-0.644, 0.901, 0.088)
C (-1.771, 1.728, 0.108)
C (-3.014, 1.156, 0.222)
C (-4.228, 2.024, 0.309)
C (-3.141, -0.262, 0.293)
N (-4.419, -0.859, 0.407)
C (-5.450, -0.729, -0.479)
C (-6.625, -1.622, -0.131)
O (-5.438, 0.016, -1.430)
C (-2.047, -1.097, 0.312)
C (-0.781, -0.517, 0.208)
N (0.448, -1.047, 0.185)
C (3.197, -1.416, 0.060)
C (4.564, -1.547, -0.007)
H (8.599, -0.016, -0.363)
H (7.424, 0.965, -1.272)
H (7.528, 1.110, 0.506)
H (5.405, 1.729, -0.318)
H (2.962, 1.948, -0.197)
H (-1.654, 2.798, 0.053)
H (-4.879, 1.693, 1.118)
H (-3.944, 3.059, 0.481)
H (-4.797, 1.964, -0.618)
H (-4.451, -1.665, 1.015)
H (-6.352, -2.666, -0.272)
H (-7.458, -1.385, -0.787)
H (-6.924, -1.473, 0.904)
H (-2.155, -2.167, 0.393)
H (2.555, -2.275, 0.164)
H (5.033, -2.516, 0.043)



The evaluated max |F| for the records listed, in turn: 5.25 6.46 6.77 5.14 4.26 1.68 1.37 eV/Å.